104
Properties=species:S:1:pos:R:3:forces:R:3 method="wB97M-V/def2-TZVPD" spin_multiplicity=1 homo_lumo_gap_ev=7.5 total_charge=0 de_lowest_ev=10.455
C 2.838654 3.018282 0.745470 -1.383 -0.104 2.000
C 3.570760 2.226816 -0.264119 -0.572 -0.615 1.461
O 2.808574 2.252230 -1.463156 0.219 0.089 -0.213
H 1.832745 2.638275 0.964653 0.068 -0.398 -0.393
H 2.647762 4.026784 0.436223 0.470 0.843 -0.193
H 3.280162 2.955261 1.749335 0.467 0.347 -0.349
H 3.598078 1.168462 0.072806 0.736 0.736 -0.145
H 4.514936 2.754302 -0.369487 0.481 -0.686 -0.394
H 3.441569 2.637717 -2.048217 -0.150 0.243 -1.600
C -2.412209 1.295376 -2.785794 -0.562 -0.429 1.799
C -2.381746 2.564363 -3.621982 1.809 -0.383 1.113
O -3.549153 3.238002 -3.848095 -3.173 0.571 1.373
H -2.817660 1.440631 -1.714656 0.293 0.447 -1.580
H -1.429315 0.860097 -2.527706 -0.312 0.508 -0.811
H -3.015739 0.487849 -3.192971 -0.056 0.017 -0.356
H -1.894771 2.436862 -4.572789 0.156 -0.349 -0.384
H -1.787655 3.244776 -3.054412 1.265 0.464 0.317
H -3.942050 3.451152 -2.948499 0.573 -0.283 -1.783
C 0.654613 0.030538 0.215995 5.362 -0.504 4.448
O 1.692025 0.222477 1.137527 -5.155 -0.958 -3.734
N 0.779502 0.368510 -0.998259 3.749 4.118 -3.489
N -0.381521 -0.706474 0.452897 -3.254 -1.577 2.610
H 1.608781 1.039902 -1.130004 -1.380 -1.356 -0.708
H 0.289034 0.037741 -1.810049 -0.366 0.062 0.245
H -0.554281 -0.849953 1.488135 -0.036 0.187 -1.099
H -1.194889 -0.834151 -0.194051 0.858 0.977 0.419
C 0.624895 4.748557 -2.558854 2.375 -4.470 -5.001
O 1.025495 4.031431 -3.672864 -2.346 3.596 5.948
N 0.350728 4.240929 -1.374295 -0.824 -1.197 4.295
N 0.509137 6.025103 -2.574762 0.027 5.363 -0.470
H 0.701292 3.313824 -1.194899 0.091 -0.118 -0.218
H 0.136625 4.776575 -0.414967 0.793 -1.271 -3.485
H 0.757621 6.514898 -3.454376 -0.354 -0.431 1.234
H 0.447805 6.546080 -1.654661 0.134 -0.755 -2.120
C -3.877410 -1.022015 -1.240796 5.921 -1.132 -1.111
O -2.492279 -1.159945 -1.270041 -6.558 1.361 0.029
N -4.537388 -0.103392 -0.553589 -0.387 0.959 1.610
N -4.656392 -1.806311 -1.975376 0.352 -0.826 -0.829
H -4.007959 0.677058 -0.166533 -0.308 -0.604 0.133
H -5.369722 -0.448934 -0.061231 0.497 0.750 -0.360
H -4.209372 -2.458732 -2.654770 -0.965 0.766 1.037
H -5.628743 -1.494126 -2.039152 0.642 -0.652 -0.516
C -1.182021 -4.239454 -0.282912 1.553 -10.470 -1.853
O -0.916962 -5.592186 -0.330239 -0.846 5.802 0.698
N -1.968728 -3.695285 -1.108203 -4.270 0.379 -5.744
N -0.671996 -3.413673 0.503534 4.459 4.287 6.361
H -2.126723 -4.216602 -2.001689 -0.031 0.582 1.489
H -2.188805 -2.688743 -1.093486 0.347 -0.719 -0.199
H -0.074906 -3.772470 1.330581 -1.238 0.129 -1.482
H -0.583349 -2.369815 0.378345 -0.135 -1.847 -0.543
C 3.785146 1.496476 4.175366 3.790 2.025 -5.534
O 4.772547 2.166921 3.441516 -4.656 -3.190 3.720
N 2.672817 1.001366 3.575753 -0.575 -0.229 1.648
N 3.940604 1.222364 5.462869 0.872 -0.173 2.802
H 2.582949 0.804652 2.592522 0.408 0.646 -0.188
H 1.907158 0.505395 4.136372 1.364 0.763 -0.715
H 4.846138 1.335006 5.931926 -0.715 0.388 -0.893
H 3.271878 0.722160 6.049025 0.059 0.181 -0.907
C 1.446849 -3.797091 3.112563 4.266 -1.156 10.311
O 1.854691 -4.169381 4.411233 -1.705 2.671 -7.040
N 1.662843 -2.624484 2.582454 4.320 2.272 1.406
N 0.610396 -4.548601 2.508333 -3.041 -6.142 -3.708
H 2.510521 -2.196818 3.022639 -1.322 0.163 -0.471
H 1.492821 -2.283674 1.665255 -0.133 -0.279 -1.044
H 0.104481 -5.141335 3.162731 0.235 -0.043 -0.017
H 1.014290 -5.219421 1.763483 -0.701 1.487 1.101
C -0.486350 -0.330064 3.881671 4.924 0.966 5.972
O 0.632410 -0.267634 4.696193 -5.331 0.096 -3.630
N -0.648772 -1.295235 3.044070 -0.064 -4.360 -1.894
N -1.494845 0.514943 4.032230 -0.527 2.448 1.013
H 0.218835 -1.901854 2.952055 -1.270 1.119 0.760
H -1.524961 -1.919271 2.963199 1.113 1.111 0.461
H -1.277165 1.345522 4.628086 -0.734 -1.290 -0.716
H -2.359714 0.470596 3.480596 0.948 0.167 0.436
C -1.225501 2.607233 0.788918 0.855 -1.058 0.316
O -1.303333 2.985657 2.167112 -0.345 0.933 -0.471
H -0.138403 2.513704 0.407276 -1.874 0.040 0.751
H -1.781836 3.318619 0.148669 0.367 -0.134 0.638
H -1.743740 1.620698 0.718392 0.529 0.401 -0.475
H -0.716927 2.497387 2.754243 0.272 -0.244 -0.639
C 1.237013 1.132536 -4.634884 -1.107 -0.156 -1.159
O 1.854301 2.251863 -5.255622 0.966 -2.229 -0.671
H 1.457275 0.980257 -3.584336 0.562 0.257 0.365
H 1.482740 0.166938 -5.174628 -0.102 1.275 0.403
H 0.132287 1.262920 -4.678147 0.478 -0.329 -0.056
H 1.455302 3.054317 -4.955370 -0.473 0.631 0.696
C 0.085552 -2.179621 -2.992454 -0.876 -0.967 -1.984
O -0.894648 -1.422313 -3.749131 2.336 -0.664 -0.128
H -0.148964 -3.188690 -2.687410 -0.745 -0.456 -0.603
H 0.360297 -1.777267 -2.100164 0.405 1.789 2.686
H 1.014357 -2.259179 -3.513431 0.358 0.215 -1.020
H -1.746195 -1.537764 -3.374785 -1.052 -0.147 0.911
C -3.444091 -1.987760 1.952618 -0.485 -0.097 -0.369
O -2.562223 -2.986004 2.336431 -0.993 0.008 2.463
H -2.967509 -1.078438 1.623554 0.538 0.626 -0.029
H -4.110866 -1.755118 2.771792 -0.172 -0.064 0.230
H -3.997619 -2.333266 1.108024 -0.843 -0.231 -0.620
H -1.949962 -3.204912 1.652222 0.870 -0.518 -1.520
C 3.191710 -2.952348 -0.323244 0.370 -0.469 -0.763
O 3.445548 -4.092666 0.447294 0.761 -0.256 1.505
H 3.010170 -2.050575 0.233688 0.101 0.545 0.375
H 2.291833 -3.291801 -0.748501 -1.354 0.509 -1.514
H 3.981427 -2.800569 -1.072307 -0.282 0.165 0.093
H 3.939391 -3.782975 1.208474 0.369 -0.461 0.259